[1]
The following is a quantum chemistry calculation of 2 unconnected molecules or ions with the total composition C3H8NS2 in a non-equilibrium geometry, from the Open Molecules 2025 dataset.

Results
Charge: +1
E_LUMO (eV): -5.967
Relative energy (zero: lowest compared OMol25 entry of this formula, charge and spin) (eV): 3.008
Gap between HOMO and LUMO (eV): 7.68

Each line ends with the natural charge from an NBO analysis.
Element x y z (Å)
C -1.03648 0.94130 -0.46123  -0.51
C -1.11426 0.01616 0.70977  -0.40
C -0.80738 -0.42350 -0.64848  0.13
N 1.70924 -0.31820 -0.69076  -1.02
S 0.18761 0.15385 2.03164  0.03
S -1.05967 -1.67586 -1.76208  0.39
H -2.00217 1.38834 -0.94558  0.29
H -0.08352 1.51875 -0.57772  0.31
H -2.15491 -0.30078 1.04182  0.30
H 1.71630 -1.37793 -0.54067  0.38
H 1.87518 0.21399 0.11950  0.39
H 2.38781 -0.15472 -1.35649  0.39
H -0.46333 0.66923 3.03326  0.17
H -0.80493 -2.63898 -0.86174  0.16

Cartesian forces (eV/Å) of the 2 atoms listed first:
C -1.503 3.290 -1.897
C -0.382 -0.097 2.072

***

[2]
The following is a quantum chemistry calculation of a single C3H8O molecule in a non-equilibrium geometry, from the Open Molecules 2025 dataset.

Results
Charge: 0
E_LUMO (eV): 1.170
Relative energy (zero: lowest compared OMol25 entry of this formula, charge and spin) (eV): 1.905
Gap between HOMO and LUMO (eV): 10.68
SMILES: CCOC

Each line ends with the natural charge from an NBO analysis.
Element x y z (Å)
C -1.46009 -0.59912 -0.02015  -0.65
C -0.67698 0.69142 0.23269  -0.08
O 0.57636 0.51458 -0.41725  -0.57
C 1.51344 -0.42358 0.16277  -0.27
H -1.90527 -0.46443 -1.01281  0.22
H -0.71067 -1.42855 -0.31759  0.22
H -2.21157 -0.80806 0.76929  0.22
H -0.23198 0.92463 1.15877  0.17
H -1.07186 1.65409 -0.08060  0.19
H 2.40084 -0.03665 0.78124  0.18
H 0.95016 -1.23497 0.54853  0.17
H 1.91130 -0.73497 -0.76072  0.20

Cartesian forces (eV/Å) of the 2 atoms listed first:
C 0.415 -0.035 -0.782
C 1.950 -0.749 -0.113